[1]
Below is C31H28BaBr2N4O5 as an isolated structure, with properties calculated with wB97M-V/def2-TZVPD.

Each line ends with the Löwdin charge.
Element x y z (Å)
Ba 0.15016 1.50233 -0.74606  2.130
Br -1.44252 -8.56388 -2.02896  0.728
C 0.16151 -7.73029 -1.47814  -0.700
C 1.36183 -8.10084 -2.06629  -0.124
C 2.53240 -7.49506 -1.63810  -0.036
C 2.47389 -6.50597 -0.66913  -0.278
C 1.28126 -6.14986 -0.06734  -0.036
C 0.11529 -6.77091 -0.47527  -0.121
N 3.76362 -6.00257 -0.17765  0.069
N 3.99431 -4.80088 -0.07004  0.058
C 3.10727 -3.77064 -0.55188  -0.242
C 2.47570 -3.80300 -1.76500  -0.027
C 1.73044 -2.70278 -2.21873  -0.004
C 1.58729 -1.55401 -1.45113  -0.402
O 0.87674 -0.53926 -1.79750  -0.417
C 2.30354 -1.49775 -0.18540  -0.151
N 2.20056 -0.34393 0.54224  0.047
C 2.85039 -0.27962 1.67463  -0.161
C 3.65233 -1.31675 2.19085  -0.047
C 3.75931 -2.47504 1.47962  -0.001
C 3.07118 -2.59340 0.24788  -0.104
H 1.38399 -8.85955 -2.83369  0.100
H 3.48387 -7.78449 -2.05876  0.115
H 1.25083 -5.39284 0.70584  0.122
H -0.82981 -6.51168 -0.02122  0.100
H 2.54905 -4.66636 -2.41437  0.116
H 1.25492 -2.74330 -3.18805  0.108
H 2.75335 0.64326 2.23866  0.101
H 4.16401 -1.17720 3.13229  0.103
H 4.36539 -3.29723 1.83192  0.108
C -3.91381 2.93916 -0.99267  -0.087
O -2.81322 2.67229 -1.84032  -0.223
C -3.23139 2.37673 -3.15077  -0.217
C -1.98170 2.15482 -3.98439  -0.191
O -1.15293 1.13350 -3.46040  -0.281
C -1.64901 -0.16736 -3.72865  -0.090
H -4.44637 3.83859 -1.32591  0.097
H -3.52071 3.09107 0.00736  0.071
H -4.61397 2.09438 -0.99701  0.095
H -3.80287 3.21468 -3.57839  0.135
H -3.89694 1.50103 -3.15236  0.123
H -1.38199 3.06777 -3.98567  0.134
H -2.24444 1.92280 -5.02462  0.130
H -1.78958 -0.30408 -4.80718  0.097
H -2.60275 -0.34674 -3.22407  0.091
H -0.90001 -0.86419 -3.35790  0.069
Br -2.66169 9.36944 2.56807  0.732
C -2.04304 7.71337 1.89400  -0.693
C -1.11985 7.70583 0.85724  -0.118
C -0.66661 6.49203 0.37644  -0.009
C -1.14306 5.29689 0.90796  -0.134
C -2.07091 5.32860 1.93806  -0.018
C -2.51893 6.53484 2.44445  -0.122
C -0.65758 3.99256 0.35628  -0.737
O 0.41386 3.99211 -0.30268  -0.228
O -1.33551 2.97069 0.58691  -0.284
H -0.76299 8.63744 0.44430  0.100
H 0.06624 6.45597 -0.41609  0.119
H -2.44353 4.39702 2.34177  0.119
H -3.23271 6.56853 3.25412  0.099
C 0.33669 0.53147 5.09513  -0.067
C 0.55929 1.76001 4.49711  -0.055
C 0.33305 1.88512 3.13420  -0.151
N -0.07762 0.88491 2.36203  0.010
C -0.29081 -0.28729 2.94800  -0.150
C -0.10322 -0.51788 4.30272  -0.058
H 0.50064 0.39067 6.15470  0.107
H 0.89771 2.61558 5.06289  0.106
H 0.49082 2.83717 2.64273  0.107
H -0.61615 -1.09597 2.30219  0.113
H -0.29446 -1.50004 4.70922  0.104

The value obtained for the orbital gap is 7.268 eV. The value obtained for the HOMO energy is -7.09 eV. The value obtained for the electronic energy is -6966.924013 a.u. For the max |F|, the calculation gives 1.2 eV Å⁻¹.


[2]
Below is C31H28F3N5O4S as an isolated structure, with properties calculated with wB97M-V/def2-TZVPD.

Each line ends with the Löwdin charge.
Element x y z (Å)
C 3.80257 2.77162 3.83390  -0.082
C 3.11220 2.90743 2.41593  -0.228
C 2.04707 3.94133 2.27423  -0.045
C 1.38874 4.09551 0.96006  -0.067
C 1.77596 3.23558 -0.19297  -0.034
C 2.84259 2.21040 -0.05245  -0.188
C 3.24053 1.33466 -1.28441  -0.124
C 2.80279 -0.16408 -1.02111  -0.116
C 3.78783 -1.10040 -0.45456  0.032
C 3.49538 -2.58611 -0.19591  -0.116
C 4.62423 -3.52063 0.37011  -0.120
C 6.02082 -2.77643 0.56578  -0.239
N 6.74219 -2.88022 1.61903  0.077
C 2.17347 -3.12672 -0.49946  -0.105
C 1.69729 -4.61080 -0.35178  -0.124
C 1.97851 -5.29033 1.04202  -0.080
C 1.19735 -4.67830 2.24987  -0.480
F 1.33051 -3.32061 2.40623  0.118
F -0.14236 -5.06626 2.28690  0.086
F 1.75544 -5.24968 3.41375  0.051
C 1.16220 -2.13718 -1.05949  -0.216
N -0.14621 -2.36185 -1.42690  -0.277
S -0.89459 -0.98480 -2.01648  0.971
N 0.37977 0.11922 -1.84091  -0.214
C 1.40797 -0.63249 -1.33969  -0.280
C 3.49111 2.04270 1.27037  0.004
H 3.96073 1.69970 4.12814  0.075
H 3.08778 3.21987 4.58858  0.071
H 4.74546 3.38630 3.88111  0.080
H 1.75768 4.57467 3.15813  0.101
H 0.59011 4.90532 0.85603  0.085
H 1.22192 3.41448 -1.15402  0.102
H 2.78445 1.70893 -2.24684  0.118
H 4.35839 1.30216 -1.47759  0.118
H 4.79493 -0.63853 -0.25990  0.094
H 4.74147 -4.40215 -0.31913  0.128
H 4.31820 -3.81875 1.42170  0.107
H 6.36471 -2.08656 -0.25249  0.106
H 6.26749 -3.52403 2.26799  0.045
H 0.58059 -4.63561 -0.53343  0.116
H 2.16063 -5.20306 -1.20271  0.132
H 1.61794 -6.36356 0.95168  0.140
H 3.06703 -5.37414 1.31573  0.106
H 4.28250 1.26440 1.45699  0.108
C -6.76475 -2.87419 -4.63235  -0.072
C -6.26355 -2.24398 -5.76530  -0.066
C -5.34533 -1.21076 -5.63713  -0.001
C -4.93328 -0.82047 -4.36914  -0.145
C -5.43457 -1.43973 -3.23119  -0.002
C -6.35464 -2.47041 -3.36721  -0.066
N -3.94459 0.25360 -4.23042  -0.347
O -3.53980 0.78714 -5.24765  0.082
O -3.58068 0.54852 -3.10331  0.021
H -7.47781 -3.68482 -4.73595  0.108
H -6.58711 -2.56102 -6.74970  0.109
H -4.96105 -0.72656 -6.52612  0.120
H -5.11921 -1.13494 -2.24102  0.119
H -6.75011 -2.96257 -2.48657  0.109
C -4.45454 2.80327 2.15675  -0.072
C -3.94687 3.43036 1.02513  -0.063
C -3.02904 4.46344 1.15615  0.000
C -2.62384 4.85660 2.42561  -0.147
C -3.13163 4.24040 3.56216  -0.003
C -4.05130 3.20997 3.42337  -0.067
N -1.63534 5.93012 2.56674  -0.346
O -1.22492 6.46096 1.54753  0.056
O -1.27618 6.22788 3.69260  0.074
H -5.16731 1.99262 2.05114  0.107
H -4.26486 3.11103 0.03958  0.108
H -2.63955 4.94517 0.26809  0.121
H -2.82160 4.54734 4.55323  0.119
H -4.45188 2.72003 4.30296  0.108

The value obtained for the orbital gap is 7.515 eV. The value obtained for the HOMO energy is -8.39 eV. The value obtained for the electronic energy is -2470.310586 a.u. For the max |F|, the calculation gives 3.3 eV Å⁻¹.


[3]
Below is C31H28N7O3S9V as an isolated structure, with properties calculated with wB97M-V/def2-TZVPD.

Each line ends with the Löwdin charge.
Element x y z (Å)
V -0.87583 -0.49549 -0.47240  0.535
C -4.37740 3.13129 0.06393  0.007
C -2.99224 3.65849 0.07045  -0.329
N -2.64219 4.85533 0.40569  0.128
N -1.29093 4.86978 0.21523  0.018
C -0.77391 3.71901 -0.24263  -0.799
S 0.81426 3.47540 -0.70069  0.624
N -1.88569 2.92220 -0.31199  -0.054
N -1.95632 1.57484 -0.70529  0.042
H -5.04924 3.94084 0.33577  0.091
H -4.48645 2.31813 0.78243  0.065
H -4.64643 2.76589 -0.92912  0.090
H -0.75374 5.70294 0.37707  0.145
H -2.06248 1.54229 -1.72753  -0.002
H -2.82010 1.22299 -0.28936  0.045
S -2.95501 -1.30775 -1.40338  0.694
C -1.98679 -2.75578 -1.29517  -0.719
C -2.41874 -4.03470 -1.65230  -0.079
C -1.53761 -5.08405 -1.52106  -0.050
C -0.25304 -4.85908 -1.02561  -0.051
C 0.09911 -3.57634 -0.68216  -0.122
N -0.74289 -2.54899 -0.83361  -0.084
H -3.42084 -4.17011 -2.03305  0.114
H -1.84417 -6.08323 -1.80310  0.113
H 0.45406 -5.66611 -0.90254  0.105
H 1.07270 -3.34514 -0.27150  0.105
N 0.94461 0.20325 -0.12166  -0.456
S 2.28693 -0.57459 -0.51081  1.053
C 3.07868 -0.94063 1.05571  -0.392
C 2.47967 -0.52981 2.23365  -0.068
C 3.07138 -0.88003 3.44061  -0.056
C 4.23699 -1.63113 3.45415  -0.071
C 4.82289 -2.04062 2.26125  -0.070
C 4.24099 -1.70018 1.05118  -0.078
C 3.39947 0.63875 -1.17981  -0.394
C 3.59713 0.61357 -2.55210  -0.084
C 4.38222 1.60082 -3.13068  -0.060
C 4.94259 2.59224 -2.33931  -0.063
C 4.72760 2.60806 -0.96578  -0.064
C 3.95251 1.62582 -0.37462  -0.082
H 1.06823 1.21263 0.02423  -0.054
H 1.56358 0.04856 2.19859  0.096
H 2.61229 -0.56682 4.36938  0.111
H 4.69119 -1.90576 4.39708  0.106
H 5.72942 -2.63079 2.27523  0.108
H 4.68683 -2.01896 0.11593  0.117
H 3.11764 -0.14708 -3.15504  0.097
H 4.54533 1.59878 -4.19986  0.111
H 5.54808 3.36480 -2.79485  0.108
H 5.15762 3.39152 -0.35661  0.112
H 3.77261 1.63012 0.69299  0.119
O -0.45482 -2.77311 2.09169  0.086
C -0.94495 -1.71387 2.41354  -0.487
N -1.35709 -0.71422 1.55052  -0.166
S -1.78443 0.64740 2.34888  0.639
O -3.14295 1.01596 2.03299  -0.297
O -0.78798 1.67370 2.16611  -0.292
C -1.64361 -0.02985 3.96613  -0.216
C -1.89423 0.56264 5.18796  -0.025
C -1.64109 -0.20179 6.31911  -0.062
C -1.14985 -1.50261 6.21172  -0.058
C -0.90081 -2.07382 4.97111  0.005
C -1.16015 -1.31394 3.84464  -0.134
H -2.27080 1.57401 5.25889  0.124
H -1.82659 0.21733 7.29923  0.108
H -0.96285 -2.07238 7.11250  0.107
H -0.51837 -3.08041 4.86680  0.125
C -1.52303 2.61548 -4.73657  -0.369
S -2.81165 1.55227 -4.04066  0.807
C -2.24067 -0.04059 -4.51954  -1.024
C -1.15827 -0.66893 -4.02084  -1.124
S -0.03068 -0.05537 -2.84768  0.571
S -0.92177 -2.29537 -4.60653  0.903
C -2.35979 -2.43921 -5.55922  -1.505
S -2.74987 -3.77802 -6.42448  0.515
S -3.23761 -0.95347 -5.62721  0.904
H -1.81045 3.64199 -4.51111  0.035
H -1.47389 2.48118 -5.81460  0.042
H -0.56632 2.38977 -4.27035  0.009

The value obtained for the orbital gap (alpha / beta) is 6.857 / 7.278 eV. The calculation puts the energy above the lowest of the compared OMol25 structures with the same formula, charge and spin at 0.31 kcal/mol. The value obtained for the HOMO energy (alpha / beta) is -7.27 / -7.25 eV. The value obtained for the electronic energy is -6334.908460 a.u. The multiplicity is 3. For the max |F|, the calculation gives 0.8 eV Å⁻¹.